Entry from the Open Molecules 2025 dataset: one molecule with the formula C2H3OPS2 in a non-equilibrium geometry (ωB97M-V with the def2-TZVPD basis set).

Properties
- SMILES = C#C[P@](O)(=S)S
- ΔE to the lowest compared entry with this formula, charge and spin (kcal per mole) = 14.93
- LUMO (Ha) = 0.0005
- total energy (eV) = -35128.1729
- gap between HOMO and LUMO (eV) = 9.29

Structure (ORCA input):
```
! RIJCOSX wB97M-V def2-TZVPD def2/J DEFGRID3
* xyz 0 1
C -2.121 0.821 -0.551
C -0.982 0.743 -0.227
P 0.623 0.041 0.087
O 0.503 -0.001 1.729
S 2.281 0.845 -0.510
S 0.354 -1.998 -0.471
H -2.952 1.377 -0.485
H 1.400 -0.038 2.246
H 0.894 -1.789 -1.818
*
```

Computed Löwdin charges, given in elementary charges:
1. C 0.083
2. C -0.264
3. P -0.125
4. O -0.347
5. S 0.196
6. S 0.409
7. H 0.005
8. H 0.129
9. H -0.085